Molecular formula: C26H31BrIrN11O2
Method: DFT, wB97M-V/def2-TZVPD

Results
HOMO energy (alpha / beta) (eV): -14.34 / -14.32
Spin multiplicity: 2
Frontier orbital gap (alpha / beta) (hartree): 0.175 / 0.130
Charge: +3

Element x y z (Å)
1 Ir 0.557 0.561 0.681
2 O -0.788 4.380 0.629
3 C -0.584 4.785 -0.610
4 C -1.505 5.684 -1.194
5 C -1.309 6.147 -2.472
6 C -0.191 5.741 -3.199
7 C 0.717 4.841 -2.644
8 C 0.522 4.335 -1.374
9 C 1.502 3.303 -0.744
10 O 1.086 2.761 0.403
11 N 1.823 2.280 -1.728
12 N 1.221 1.119 -1.681
13 C 1.374 0.280 -2.666
14 C 0.676 -0.944 -2.782
15 Br -0.687 -1.248 -1.474
16 C 0.837 -1.808 -3.834
17 C 0.172 -3.061 -4.011
18 C -0.282 -3.428 -5.299
19 C -1.094 -4.529 -5.454
20 C -1.412 -5.327 -4.356
21 C -0.844 -5.057 -3.110
22 C -0.070 -3.936 -2.931
23 H -0.048 3.731 0.850
24 H -2.338 6.015 -0.593
25 H -2.013 6.838 -2.911
26 H -0.028 6.114 -4.199
27 H 1.565 4.539 -3.241
28 H 2.443 3.876 -0.573
29 H 2.392 2.530 -2.534
30 H 2.039 0.544 -3.489
31 H 1.482 -1.480 -4.644
32 H -0.054 -2.795 -6.143
33 H -1.490 -4.777 -6.426
34 H -2.070 -6.174 -4.473
35 H -0.998 -5.739 -2.289
36 H 0.429 -3.751 -1.991
37 C -0.178 -4.714 3.007
38 N -0.583 -3.331 2.834
39 C -1.900 -2.999 3.344
40 C 0.113 -2.447 2.088
41 N -0.307 -1.258 1.782
42 N 1.349 -2.874 1.646
43 C 2.374 -2.167 1.064
44 N 3.540 -2.840 1.016
45 N 2.220 -0.999 0.535
46 H -0.789 -5.162 3.786
47 H 0.857 -4.805 3.340
48 H -0.339 -5.296 2.097
49 H -2.085 -3.569 4.253
50 H -2.680 -3.250 2.620
51 H -1.965 -1.943 3.605
52 H -1.236 -1.052 2.120
53 H 1.577 -3.829 1.890
54 H 3.700 -3.673 1.555
55 H 4.358 -2.407 0.620
56 H 3.077 -0.637 0.134
57 N -2.606 2.602 2.865
58 C -3.452 2.347 1.831
59 C -2.748 1.597 0.926
60 N -1.494 1.407 1.398
61 C -1.419 2.023 2.578
62 C -0.207 1.978 3.343
63 N 0.870 1.355 2.866
64 C 1.835 1.455 3.805
65 C 1.345 2.152 4.877
66 N 0.059 2.473 4.572
67 H -2.843 3.159 3.673
68 H -4.461 2.702 1.808
69 H -3.069 1.182 -0.009
70 H 2.812 1.046 3.667
71 H 1.803 2.426 5.804
72 H -0.559 3.001 5.170

Molecular formula: C26H31Cl2MoN6O2S
Method: DFT, wB97M-V/def2-TZVPD

Results
HOMO energy (alpha / beta) (eV): -15.93 / -16.28
Spin multiplicity: 3
Frontier orbital gap (alpha / beta) (hartree): 0.170 / 0.219
Charge: +3

Element x y z (Å)
1 Mo 0.472 0.420 0.188
2 O 1.214 4.023 1.100
3 C 0.597 3.170 0.542
4 O 1.118 2.221 -0.233
5 C -0.888 2.942 0.666
6 C -1.757 3.886 1.194
7 C -3.088 3.551 1.287
8 C -3.536 2.320 0.772
9 C -4.908 1.983 0.730
10 C -5.324 0.827 0.133
11 C -4.384 -0.044 -0.448
12 C -3.042 0.235 -0.402
13 C -2.583 1.408 0.225
14 N -1.247 1.720 0.261
15 H -1.367 4.836 1.528
16 H -3.802 4.237 1.723
17 H -5.624 2.676 1.153
18 H -6.377 0.593 0.077
19 H -4.731 -0.932 -0.957
20 H -2.333 -0.404 -0.910
21 Cl 0.294 1.270 2.876
22 C 0.474 0.100 4.221
23 Cl 1.046 -1.469 3.654
24 H -0.502 -0.021 4.680
25 H 1.187 0.518 4.925
26 C 0.819 1.005 -5.848
27 N 0.603 0.243 -4.623
28 C 0.663 0.717 -3.401
29 N 0.980 1.972 -3.139
30 S 0.309 -0.433 -2.128
31 H 0.400 0.450 -6.682
32 H 1.883 1.159 -6.036
33 H 0.318 1.972 -5.797
34 H 0.396 -0.740 -4.724
35 H 1.184 2.628 -3.880
36 H 0.978 2.309 -2.185
37 N -0.451 -1.230 0.656
38 C -1.240 -2.082 0.801
39 C -2.192 -3.076 0.950
40 C -2.880 -3.245 2.172
41 C -3.882 -4.183 2.253
42 C -4.211 -4.958 1.141
43 C -3.518 -4.812 -0.060
44 C -2.509 -3.884 -0.167
45 H -2.614 -2.642 3.030
46 H -4.410 -4.327 3.185
47 H -5.011 -5.681 1.213
48 H -3.766 -5.438 -0.905
49 H -1.958 -3.767 -1.090
50 C 3.292 0.761 1.479
51 C 4.816 0.387 1.546
52 N 5.150 -0.388 0.379
53 C 4.407 -1.612 0.329
54 C 2.859 -1.274 0.262
55 N 2.698 0.196 0.243
56 C 3.427 0.754 -0.921
57 C 4.947 0.392 -0.816
58 H 3.155 1.844 1.469
59 H 2.778 0.334 2.337
60 H 5.022 -0.197 2.443
61 H 5.432 1.284 1.577
62 H 4.623 -2.211 1.212
63 H 4.704 -2.179 -0.552
64 H 2.353 -1.683 1.139
65 H 2.425 -1.703 -0.643
66 H 3.290 1.834 -0.922
67 H 2.999 0.334 -1.829
68 H 5.558 1.292 -0.771
69 H 5.262 -0.187 -1.684